# 1
{"formula": "C14H43NNbO6S4", "method": "ωB97M-V with the def2-TZVPD basis set", "molar_mass_g_mol": 542.673, "gap_ha": 0.235, "max_force_ev_per_a": 2.08, "charge": -1, "species": ["Nb", "S", "S", "S", "S", "O", "O", "O", "O", "O", "O", "N", "C", "C", "C", "C", "C", "C", "C", "C", "C", "C", "C", "C", "C", "C", "H", "H", "H", "H", "H", "H", "H", "H", "H", "H", "H", "H", "H", "H", "H", "H", "H", "H", "H", "H", "H", "H", "H", "H", "H", "H", "H", "H", "H", "H", "H", "H", "H", "H", "H", "H", "H", "H", "H", "H", "H", "H", "H"], "coordinates": [[-0.63, 0.21, 2.52], [-0.20, -4.84, 2.72], [-5.53, -0.76, -1.99], [2.75, -0.45, -3.19], [-2.08, 5.58, 0.78], [0.80, -3.85, 3.18], [-1.39, -1.12, -0.12], [3.92, 0.05, -2.42], [-1.80, 5.10, 2.15], [-0.54, -0.93, -1.27], [-6.30, 0.50, -1.81], [4.36, -0.35, 2.41], [-2.83, 7.21, 0.96], [-3.79, -0.34, -1.97], [3.66, -0.19, 1.13], [0.85, 2.39, 0.43], [-0.61, -1.54, 1.00], [3.40, -0.98, -4.78], [2.37, -2.08, -2.57], [-0.51, 6.15, 0.11], [1.86, 1.28, 0.08], [0.28, -6.42, 3.45], [3.06, 1.21, 1.02], [-0.49, 1.82, 0.92], [0.26, -5.28, 1.04], [-5.61, -1.14, -3.75], [-2.20, 7.82, 1.61], [2.85, -0.92, 1.01], [-4.96, -1.99, -3.98], [1.31, -5.54, 1.01], [1.34, -6.59, 3.25], [4.37, -0.37, 0.32], [-2.94, 7.67, -0.03], [2.74, 1.50, 2.02], [0.11, -6.33, 4.53], [0.07, -4.40, 0.42], [4.95, -1.17, 2.38], [-1.10, 2.63, 1.35], [-0.67, 6.64, -0.84], [-0.36, -6.11, 0.69], [-5.30, -0.26, -4.32], [2.61, -1.47, -5.35], [4.24, -1.65, -4.61], [3.68, -0.50, 3.14], [0.68, 3.01, -0.47], [-3.63, 0.50, -2.65], [-0.74, 1.38, 3.95], [1.96, -1.96, -1.56], [1.29, 3.06, 1.18], [-0.05, 6.83, 0.83], [-1.04, 1.43, 0.05], [-3.20, -1.21, -2.28], [-6.64, -1.38, -3.99], [3.74, -0.09, -5.31], [-0.93, -1.21, 3.69], [-3.51, -0.08, -0.95], [1.34, 0.32, 0.12], [1.17, -0.03, 2.83], [-1.08, -2.44, 1.42], [0.11, 5.27, -0.02], [2.23, 1.39, -0.95], [0.40, -1.78, 0.67], [-0.24, -0.01, -1.12], [3.83, 1.92, 0.70], [3.29, -2.67, -2.53], [-0.34, -7.22, 3.04], [-3.80, 7.07, 1.41], [-2.48, 0.28, 2.52], [1.63, -2.55, -3.21]]}

# 2
{"formula": "C14H44N3O11", "method": "ωB97M-V with the def2-TZVPD basis set", "molar_mass_g_mol": 430.516, "gap_ha": 0.350, "max_force_ev_per_a": 2.06, "e_above_lowest_kcal_mol": 12.1, "charge": -1, "species": ["O", "O", "O", "O", "O", "O", "O", "O", "O", "O", "O", "N", "N", "N", "C", "C", "C", "C", "C", "C", "C", "C", "C", "C", "C", "C", "C", "C", "H", "H", "H", "H", "H", "H", "H", "H", "H", "H", "H", "H", "H", "H", "H", "H", "H", "H", "H", "H", "H", "H", "H", "H", "H", "H", "H", "H", "H", "H", "H", "H", "H", "H", "H", "H", "H", "H", "H", "H", "H", "H", "H", "H"], "coordinates": [[-2.15, -3.38, -1.51], [-1.14, -3.13, 3.00], [4.73, 2.77, 1.44], [2.41, -0.38, 2.97], [2.16, -1.13, -2.10], [0.27, 0.42, -3.69], [0.81, 2.87, -2.17], [0.33, 0.72, 0.32], [0.11, -1.03, 1.62], [-1.09, -0.83, -0.15], [-4.02, 2.15, 0.00], [3.22, 1.45, 0.24], [2.55, 2.70, 2.00], [-0.19, -0.39, 0.58], [3.61, 2.34, 1.19], [-2.71, -4.33, 4.30], [1.95, 0.08, 4.20], [-2.45, -3.05, 3.54], [2.34, -2.57, -2.15], [-2.21, -2.55, -2.66], [-1.08, 0.75, -3.52], [0.13, 4.08, -1.89], [-2.62, 1.96, 0.18], [-2.45, -1.83, 4.46], [2.02, -3.03, -3.56], [0.35, 4.99, -3.11], [1.57, -3.13, -0.99], [0.64, 4.75, -0.64], [-2.59, -4.23, 5.38], [0.75, 2.33, -1.36], [-1.70, -2.02, 5.24], [1.64, 2.31, 1.92], [-2.83, -1.67, -2.50], [-0.94, 3.82, -1.81], [-2.05, -5.11, 3.91], [2.04, -4.12, -3.67], [2.88, 3.16, 2.83], [-2.15, 2.94, 0.13], [-3.17, -2.86, 2.73], [-1.19, -2.21, -2.89], [0.23, 5.76, -0.49], [2.25, 1.28, 0.05], [-0.77, -2.30, 2.66], [-2.25, 1.29, -0.60], [1.46, 1.07, 4.14], [0.98, -2.81, -3.84], [-2.41, 1.54, 1.17], [-1.50, 0.70, -2.52], [-3.66, -4.84, 4.08], [1.74, -2.55, -0.08], [-4.51, 1.33, -0.04], [-1.25, 1.71, -4.02], [3.41, -2.65, -1.92], [1.27, -0.96, -2.43], [2.78, 0.29, 4.88], [-1.68, -2.89, -0.83], [1.91, -4.11, -0.63], [-0.23, 5.91, -3.08], [-1.73, 0.12, -4.14], [-2.13, -0.89, 4.01], [-2.63, -3.10, -3.50], [3.87, 1.19, -0.48], [1.40, 5.31, -3.05], [1.64, -0.62, 2.42], [0.83, 1.09, -3.29], [0.48, -3.18, -1.08], [1.20, -0.60, 4.62], [2.72, -2.55, -4.25], [0.11, 4.46, -4.03], [-3.45, -1.68, 4.89], [0.43, 4.15, 0.25], [1.72, 4.92, -0.64]]}

# 3
{"formula": "C14H44O15", "method": "ωB97M-V with the def2-TZVPD basis set", "smiles": "OCCO.OCCO.OCCO.OCCO.OCCO.OCCO.OCCO.O", "molar_mass_g_mol": 452.491, "gap_ha": 0.361, "max_force_ev_per_a": 4.40, "e_above_lowest_kcal_mol": 59.4, "charge": 0, "species": ["O", "O", "O", "O", "O", "O", "O", "O", "O", "O", "O", "O", "O", "O", "O", "C", "C", "C", "C", "C", "C", "C", "C", "C", "C", "C", "C", "C", "C", "H", "H", "H", "H", "H", "H", "H", "H", "H", "H", "H", "H", "H", "H", "H", "H", "H", "H", "H", "H", "H", "H", "H", "H", "H", "H", "H", "H", "H", "H", "H", "H", "H", "H", "H", "H", "H", "H", "H", "H", "H", "H", "H", "H"], "coordinates": [[-0.60, 4.73, 0.08], [3.98, 2.17, 0.54], [0.00, -1.85, 1.78], [1.14, -3.53, -1.79], [0.19, -1.30, -3.66], [-2.70, 0.22, 3.79], [1.33, 1.26, 2.86], [-3.22, 0.34, 0.91], [-3.62, 3.14, 0.94], [2.31, -5.56, -0.33], [-0.45, -1.09, -0.90], [3.13, -2.59, 0.44], [3.67, -0.62, -2.42], [-3.86, 3.56, 3.88], [-0.48, 2.10, -4.34], [3.10, -0.92, -1.18], [0.43, -0.04, -4.26], [-2.51, -0.34, -0.09], [3.36, 1.72, 1.71], [-0.83, 0.81, -4.10], [3.89, -2.05, -0.58], [-1.43, 3.72, 0.72], [-2.81, 3.92, 0.10], [-2.57, 1.64, 3.86], [-3.91, 2.22, 4.17], [0.29, -4.62, -1.34], [-1.01, -0.02, -0.35], [1.84, 1.50, 1.50], [1.15, -5.86, -1.13], [-3.36, 2.20, 0.89], [0.73, -0.08, -5.27], [-0.97, 0.91, -0.92], [-2.14, 1.94, 2.88], [1.41, -6.30, -2.03], [3.07, -5.93, -0.86], [-1.51, 0.38, -4.86], [0.03, 2.06, -5.18], [-0.58, 0.21, 0.61], [-0.85, -2.19, 2.03], [1.61, 0.59, 0.94], [3.33, -1.12, -3.10], [-3.71, 3.61, 2.93], [-4.23, 2.22, 5.20], [-0.45, -4.79, -2.13], [-2.86, 0.06, 1.78], [0.91, -1.90, -3.83], [2.91, -0.12, -0.55], [-3.14, 4.95, 0.18], [-0.40, 4.41, -0.81], [2.09, -1.27, -1.44], [4.88, 2.39, 0.70], [-0.22, -1.08, -1.83], [1.55, 0.37, 3.06], [-0.09, -1.75, 0.85], [-3.10, -0.37, -0.96], [-1.43, 3.96, 1.75], [-3.12, -0.06, 4.55], [3.42, -2.29, 1.31], [3.50, 2.41, 2.56], [-2.53, -1.30, 0.37], [-2.91, 3.46, -0.93], [4.03, -2.90, -1.25], [-0.27, -4.30, -0.50], [3.76, 0.78, 1.92], [4.81, -1.71, -0.13], [1.38, 2.36, 1.04], [1.72, -3.41, -1.01], [-1.75, 1.95, 4.58], [-4.77, 1.74, 3.68], [-1.16, 2.69, 0.61], [0.59, -6.66, -0.62], [1.35, 0.44, -3.86], [-1.35, 0.74, -3.15]]}

# 4
{"formula": "C14H48N3O8", "method": "ωB97M-V with the def2-TZVPD basis set", "molar_mass_g_mol": 386.551, "gap_ha": 0.283, "max_force_ev_per_a": 3.89, "e_above_lowest_kcal_mol": 0.0, "charge": 1, "species": ["O", "O", "O", "O", "O", "O", "O", "O", "N", "N", "N", "C", "C", "C", "C", "C", "C", "C", "C", "C", "C", "C", "C", "C", "C", "H", "H", "H", "H", "H", "H", "H", "H", "H", "H", "H", "H", "H", "H", "H", "H", "H", "H", "H", "H", "H", "H", "H", "H", "H", "H", "H", "H", "H", "H", "H", "H", "H", "H", "H", "H", "H", "H", "H", "H", "H", "H", "H", "H", "H", "H", "H", "H"], "coordinates": [[-2.33, -1.33, -0.27], [3.84, -0.11, 2.05], [0.30, -3.13, -2.50], [-2.32, 4.73, 2.81], [-2.89, -1.69, -2.95], [-0.02, 0.08, -0.26], [-0.56, 1.07, -2.64], [2.34, 0.41, -2.08], [-0.13, 2.07, 1.38], [-1.28, -2.26, -4.88], [1.64, 2.00, 3.99], [-0.43, -3.49, -4.84], [-1.20, 3.04, 1.42], [-0.04, -3.83, -6.29], [1.33, -3.00, -1.55], [-2.25, -1.61, 2.16], [-2.14, 5.71, 3.81], [2.37, 0.83, 3.69], [1.43, -0.35, 3.71], [-1.10, 3.96, 2.72], [4.61, -0.13, 0.86], [-2.77, -2.17, 0.81], [-2.55, 2.20, 1.39], [3.09, 1.08, 2.37], [0.74, -3.37, -3.82], [-1.79, -2.31, -5.74], [4.02, 0.16, 0.00], [-0.84, -4.16, -6.95], [-0.16, 4.51, 2.74], [-0.65, -1.48, -5.06], [-1.41, 6.49, 3.59], [-0.78, -0.50, -0.23], [1.47, -4.17, -3.97], [-3.51, -2.41, -2.84], [-2.60, -3.24, 0.71], [2.33, 1.34, 1.63], [0.40, -3.00, -6.86], [2.99, 1.08, -1.85], [0.15, 0.32, -1.17], [1.26, -2.45, -4.10], [3.07, 0.49, 4.46], [-2.40, 1.42, 0.64], [-2.69, -0.63, 2.36], [-3.11, 6.20, 3.97], [-1.47, 1.34, -2.81], [-2.71, 1.67, 2.33], [-3.85, -2.27, 0.84], [1.26, 1.83, 4.91], [3.75, 1.94, 2.42], [1.17, -0.75, 4.70], [-1.20, 3.39, 3.64], [1.88, -2.12, -1.87], [0.68, 2.68, 1.40], [2.42, 2.62, 4.16], [-0.01, 1.73, 2.32], [-1.20, 3.64, 0.52], [1.78, -1.21, 3.14], [-3.36, 2.91, 1.23], [-1.17, -1.54, 2.29], [0.70, -4.62, -6.22], [0.52, -0.12, 3.16], [-0.21, 0.92, 0.17], [-2.54, -1.57, -2.06], [2.70, -0.01, -2.86], [-0.03, 1.76, -3.03], [-1.03, -4.36, -4.60], [-1.95, 5.19, 4.74], [-2.22, -1.82, -3.62], [-2.50, -2.29, 2.97], [1.93, -3.89, -1.35], [4.96, -1.15, 0.77], [5.48, 0.52, 0.91], [0.78, -2.76, -0.63]]}

# 5
{"formula": "C14H50B2InO14", "method": "ωB97M-V with the def2-TZVPD basis set", "molar_mass_g_mol": 578.982, "gap_ha": 0.106, "max_force_ev_per_a": 5.31, "charge": 1, "species": ["In", "O", "O", "O", "O", "O", "O", "O", "O", "O", "O", "O", "O", "O", "O", "C", "C", "C", "C", "C", "C", "C", "C", "C", "C", "C", "C", "C", "C", "B", "B", "H", "H", "H", "H", "H", "H", "H", "H", "H", "H", "H", "H", "H", "H", "H", "H", "H", "H", "H", "H", "H", "H", "H", "H", "H", "H", "H", "H", "H", "H", "H", "H", "H", "H", "H", "H", "H", "H", "H", "H", "H", "H", "H", "H", "H", "H", "H", "H", "H", "H"], "coordinates": [[-0.04, -2.71, 1.94], [-1.49, 1.84, 2.70], [0.32, -2.42, -2.64], [-3.72, -0.46, -0.33], [2.72, -1.12, 2.12], [1.47, -3.43, -0.49], [1.22, 4.10, -0.73], [0.07, 0.75, -3.24], [-6.09, 1.36, -0.49], [-2.13, -2.81, -0.49], [0.40, -0.30, 3.80], [-3.13, 2.95, 0.53], [2.19, 1.14, -1.49], [2.76, -4.08, 1.74], [3.65, 2.70, 0.26], [2.83, -3.65, -0.66], [2.50, 0.94, -2.83], [2.80, 0.17, 2.87], [-4.06, 0.25, -1.51], [1.95, 4.45, 0.39], [-5.58, 0.66, -1.63], [1.24, 1.42, -3.67], [-0.97, 2.67, 1.61], [-1.78, 2.77, 0.34], [1.74, 0.14, 4.03], [-1.11, -2.38, -2.88], [3.50, 4.08, 0.24], [-1.87, -3.35, -1.80], [3.32, -4.49, 0.55], [-2.88, -1.71, 2.77], [-0.09, -0.37, -0.02], [-2.70, -1.09, 1.90], [2.55, 0.94, 2.14], [-2.80, -3.30, -0.02], [-7.04, 1.45, -0.56], [-1.66, 1.76, -0.06], [0.73, -1.58, -2.86], [-2.12, -1.55, 3.52], [1.41, 0.64, -1.25], [-1.41, -1.35, -2.68], [2.14, -0.49, 4.82], [4.18, 4.56, 0.94], [0.01, 2.30, 1.29], [-0.76, 3.69, 1.93], [4.04, 4.49, -0.61], [1.47, 1.59, -4.72], [2.87, -4.15, -1.63], [3.11, -5.54, 0.35], [-1.15, -2.61, -3.94], [3.81, 0.28, 3.26], [1.58, 3.97, 1.30], [-3.39, 1.10, -1.68], [-0.10, 1.04, -2.35], [2.73, -0.11, -2.97], [-6.18, -0.24, -1.74], [-3.65, -0.39, -2.29], [-1.39, 3.53, -0.33], [-0.01, 0.47, -0.69], [3.47, -4.04, 2.38], [-2.92, -3.53, -2.02], [1.88, 5.53, 0.54], [-3.81, -1.45, 3.25], [-0.32, -1.31, -0.51], [-0.83, 1.87, 3.41], [3.23, 2.36, -0.53], [3.38, -2.71, -0.71], [-3.50, 3.66, -0.01], [4.40, -4.37, 0.59], [-0.01, -0.42, 4.66], [-5.85, 1.19, -2.55], [-0.76, -0.11, 0.79], [1.03, 2.44, -3.35], [3.44, 1.37, -3.19], [1.18, -3.05, -1.32], [-2.77, -2.75, 2.51], [0.90, -0.45, 0.39], [3.63, -1.44, 2.08], [1.07, 3.16, -0.57], [-1.44, -4.36, -1.80], [-3.24, -1.26, -0.56], [1.82, 1.16, 4.40]]}

# 6
{"formula": "C14H50N2O11", "method": "ωB97M-V with the def2-TZVPD basis set", "smiles": "NC(N)=O.CCO.CCO.CCO.CO.CO.CO.CO.CO.CO.CO", "molar_mass_g_mol": 422.557, "gap_ha": 0.335, "max_force_ev_per_a": 5.40, "e_above_lowest_kcal_mol": 25.3, "charge": 0, "species": ["O", "O", "O", "O", "O", "O", "O", "O", "O", "O", "O", "N", "N", "C", "C", "C", "C", "C", "C", "C", "C", "C", "C", "C", "C", "C", "C", "H", "H", "H", "H", "H", "H", "H", "H", "H", "H", "H", "H", "H", "H", "H", "H", "H", "H", "H", "H", "H", "H", "H", "H", "H", "H", "H", "H", "H", "H", "H", "H", "H", "H", "H", "H", "H", "H", "H", "H", "H", "H", "H", "H", "H", "H", "H", "H", "H", "H"], "coordinates": [[2.64, 4.21, -2.15], [3.02, -0.82, -0.52], [-2.11, -4.27, -0.62], [-4.54, 2.82, -0.14], [1.80, 4.70, 0.54], [3.83, 1.07, 2.85], [2.47, -4.53, -2.36], [0.36, -0.32, -1.05], [1.19, -4.76, 2.08], [-2.43, 3.30, 4.19], [-2.79, -2.04, -2.05], [-3.74, -0.74, -3.55], [-1.95, -0.04, -2.83], [-1.93, -3.90, 0.72], [1.48, -3.49, 2.68], [2.90, -0.03, 2.81], [2.73, 3.92, 1.25], [1.54, 3.92, -2.95], [-3.77, 1.72, -0.51], [1.17, -4.02, -2.48], [0.31, 3.43, -2.14], [-2.55, 2.75, 2.85], [-2.77, -1.02, -2.74], [-0.32, 0.73, 1.06], [-0.31, -0.59, 0.18], [3.50, 0.51, -0.81], [-3.12, -4.46, 1.63], [3.66, -1.49, -0.77], [3.51, 0.60, -1.90], [3.22, 4.70, -2.73], [-0.61, 3.61, -2.70], [-3.12, 1.82, 2.86], [0.22, 3.92, -1.17], [2.54, -0.09, 1.78], [0.71, -4.54, -1.64], [-3.07, 1.39, 0.26], [-0.97, -4.28, 1.09], [0.67, 1.15, 1.24], [3.02, 4.36, 2.20], [2.67, -4.64, -1.43], [2.29, 2.95, 1.48], [2.22, -2.86, 2.18], [-2.21, -3.43, -1.07], [1.13, 4.86, -3.31], [-2.91, 3.39, 2.04], [-4.51, -1.39, -3.61], [4.48, 0.44, -0.34], [-2.18, 0.75, -3.41], [1.73, 3.31, -3.83], [1.83, 4.37, -0.36], [0.26, 2.34, -2.16], [1.92, -4.95, 1.48], [4.71, 0.72, 2.66], [-4.06, -3.95, 1.41], [3.33, -1.00, 3.06], [-0.91, 0.44, 1.93], [1.12, -2.93, -2.40], [-4.28, 0.78, -0.73], [1.73, -3.60, 3.73], [0.63, -2.81, 2.64], [0.73, -4.29, -3.44], [-1.22, -0.03, -2.13], [-1.53, 2.47, 2.60], [-3.79, 0.17, -4.00], [0.10, -1.40, 0.79], [-1.94, 2.66, 4.70], [1.30, -0.50, -0.96], [-3.25, 2.00, -1.43], [2.07, 0.17, 3.47], [-0.91, 1.42, 0.45], [-4.10, 3.60, 0.20], [3.70, 3.90, 0.75], [-1.98, -2.83, 0.91], [2.98, 1.33, -0.32], [-3.23, -5.53, 1.44], [-2.98, -4.39, 2.71], [-1.34, -0.76, -0.13]]}